The following is a quantum chemistry calculation of a molecular structure, C18H15As6F36HgN3O6, from the OMol25 dataset.

CARTESIAN COORDINATES (ANGSTROEM)
Hg  -0.440  -0.391  1.414
As  1.519  -3.863  2.700
F  0.794  -4.762  1.395
F  2.199  -5.328  3.389
F  2.181  -2.939  3.979
F  0.827  -2.412  1.926
F  0.092  -4.093  3.630
F  2.960  -3.669  1.769
As  -4.177  -1.734  2.503
F  -5.216  -0.627  1.678
F  -4.258  -0.732  3.885
F  -3.184  -2.880  3.295
F  -4.097  -2.661  1.047
F  -2.736  -0.820  1.941
F  -5.589  -2.632  3.036
As  3.547  0.853  2.250
F  4.323  -0.240  1.132
F  5.097  1.639  2.468
F  2.827  1.933  3.358
F  1.992  0.054  1.950
F  3.877  -0.262  3.509
F  3.208  1.914  0.899
As  -0.206  0.152  5.524
F  1.445  -0.332  5.520
F  -0.034  0.538  7.239
F  -1.857  0.622  5.589
F  -0.366  -0.255  3.768
F  -0.660  -1.473  5.881
F  0.226  1.752  5.070
As  -2.743  3.030  2.243
F  -1.707  1.582  2.345
F  -3.904  2.142  1.356
F  -3.707  4.493  2.187
F  -1.559  3.870  3.162
F  -2.001  3.543  0.752
F  -3.553  2.562  3.685
As  -2.872  0.156  -1.933
F  -1.962  0.378  -0.434
F  -4.345  0.483  -1.154
F  -3.680  -0.028  -3.458
F  -1.328  -0.164  -2.735
F  -2.998  -1.544  -1.656
F  -2.629  1.851  -2.247
C  0.324  -5.133  -4.013
C  0.112  -5.971  -2.923
C  -0.369  -5.499  -1.716
C  -0.737  -4.169  -1.629
C  -0.694  -3.367  -2.757
C  -0.127  -3.813  -3.931
N  -1.166  -3.591  -0.359
O  -1.876  -4.290  0.312
O  -0.767  -2.476  -0.105
H  0.608  -5.596  -4.950
H  0.290  -7.032  -3.065
H  -0.513  -6.147  -0.862
H  -0.949  -2.318  -2.624
H  -0.046  -3.159  -4.790
C  2.221  1.696  -4.863
C  1.430  2.184  -3.828
C  1.240  1.351  -2.741
C  1.800  0.097  -2.669
C  2.664  -0.350  -3.652
C  2.817  0.443  -4.781
N  1.493  -0.806  -1.562
O  0.806  -0.313  -0.691
O  1.885  -1.946  -1.611
H  2.405  2.283  -5.758
H  1.050  3.195  -3.819
H  0.576  1.659  -1.938
H  3.152  -1.312  -3.662
H  3.444  0.140  -5.611
C  1.270  5.892  -2.322
C  0.110  5.135  -2.325
C  -0.062  4.128  -1.374
C  0.855  3.965  -0.361
C  2.035  4.675  -0.394
C  2.250  5.644  -1.365
N  0.618  3.049  0.741
O  0.150  1.973  0.397
O  0.927  3.395  1.840
H  1.400  6.781  -2.934
H  -0.680  5.287  -3.048
H  -1.060  3.701  -1.338
H  2.737  4.580  0.426
H  3.070  6.332  -1.198

The LUMO energy comes out at 6.59 eV. Its HOMO energy is -2.3 eV. The calculation puts the total energy at -502712.389 eV. Its net charge is -4. As for the molecular weight: 1703.4 g mol⁻¹. The gap between HOMO and LUMO is 0.3259 Eh.

Results of the Mulliken charge analysis, in e, for atoms 1 through 8: number 1, Hg, carries 2.90; number 2, As, carries 2.22; number 3, F, carries -0.48; number 4, F, carries -0.58; number 5, F, carries -0.48; number 6, F, carries -0.90; number 7, F, carries -0.45; number 8, F, carries -0.48